This record from the Open Molecules 2025 dataset describes C28H37Al2Br3Cl2F11LiN2O10S4 as an isolated structure. The level of theory is ωB97M-V with the def2-TZVPD basis set.

Cartesian coordinates (Å):
1 C -6.329281 -0.564292 1.554889
2 C -5.752628 -1.826133 0.873616
3 O -5.599610 -1.870750 -0.273845
4 N -5.449617 -2.949352 1.815063
5 C -6.484186 -3.903612 1.582656
6 C -6.777291 -4.573391 0.253319
7 O -7.213546 -4.198744 2.519364
8 C -4.130889 -3.525154 1.657159
9 C -3.838065 -4.806415 1.635173
10 C -2.407166 -5.313001 1.493480
11 O -2.142362 -6.384401 1.892887
12 C -1.419558 -4.354325 0.879226
13 C -1.677277 -3.048485 0.922429
14 C -0.659220 -2.064290 0.354626
15 C -1.241894 -1.203454 -0.797908
16 C -1.158068 0.295686 -0.337284
17 S -2.600124 1.278130 -0.977173
18 C -2.952660 -2.570182 1.569080
19 O -2.978551 -1.443495 2.020034
20 H -6.267791 -0.670396 2.657202
21 H -7.388939 -0.412791 1.310756
22 H -5.695904 0.304181 1.298697
23 H -6.051281 -4.338347 -0.540676
24 H -6.714101 -5.663886 0.442760
25 H -7.828027 -4.370381 -0.004615
26 H -4.615870 -5.572408 1.728527
27 H -0.492126 -4.712408 0.425089
28 H -0.281914 -1.424469 1.175046
29 H 0.204712 -2.635589 -0.020134
30 H -0.573725 -1.298952 -1.665175
31 H -2.283049 -1.526991 -1.067499
32 H -0.217539 0.758952 -0.667413
33 H -1.247838 0.375461 0.762648
34 H -3.525169 0.290467 -1.135012
35 Li -3.599902 0.557700 2.824500
36 C -6.780501 -1.369876 -3.192225
37 Br -5.264450 -0.318833 -3.734262
38 Br -8.294660 -0.264332 -2.707169
39 Br -7.254222 -2.687650 -4.520485
40 H -6.483963 -1.908941 -2.301761
41 C -1.577313 -1.185004 -6.514905
42 S -2.075114 -1.607190 -4.835943
43 O -1.085659 -0.986243 -3.912801
44 C -1.673686 -3.356098 -4.958036
45 H -1.708637 -0.112519 -6.650426
46 H -0.529428 -1.445123 -6.667700
47 H -2.207724 -1.721328 -7.225291
48 H -0.619525 -3.476045 -5.211964
49 H -2.301347 -3.820757 -5.719295
50 H -1.872436 -3.817685 -3.992355
51 C 1.520541 3.986727 -6.655205
52 F 2.164378 3.918620 -7.824655
53 F 1.324885 5.289233 -6.380732
54 F 0.304550 3.442943 -6.834435
55 S 2.453768 3.143467 -5.323584
56 O 3.696392 3.859935 -5.239707
57 O 2.553223 1.779748 -5.756240
58 N 1.412403 3.426716 -4.149139
59 S 1.821637 2.849869 -2.744611
60 O 2.944302 3.492375 -2.089805
61 O 1.774800 1.421402 -2.601161
62 C 0.345726 3.440416 -1.831175
63 F -0.777056 2.931211 -2.352509
64 F 0.216084 4.777453 -1.872197
65 F 0.383972 3.096387 -0.519970
66 F -3.630735 -8.420645 -0.396687
67 Al -2.560718 -9.623046 0.259066
68 F -2.922160 -9.842667 1.934623
69 F -0.928433 -9.087559 0.083876
70 F -2.782715 -11.109984 -0.583339
71 F 0.908018 5.473272 1.312669
72 C 2.197048 5.395535 1.665681
73 C 2.635554 6.091552 2.790211
74 C 3.977218 6.006228 3.168221
75 C 4.857943 5.240120 2.416429
76 C 4.404193 4.552293 1.291862
77 C 3.066780 4.624450 0.915850
78 H 1.930856 6.689668 3.359724
79 H 4.327247 6.535768 4.045065
80 H 5.899951 5.175731 2.706325
81 H 5.092674 3.957758 0.705265
82 H 2.701829 4.084651 0.048424
83 Al 1.899703 3.839462 3.803208
84 Cl -3.454617 -2.870333 -1.760738
85 Cl -7.605847 -4.733975 4.332814
86 C 9.203109 4.820300 6.072890
87 C 8.056980 4.094540 5.389589
88 O 8.366653 3.645863 4.080951
89 C 9.446413 2.728311 3.970888
90 C 9.235651 1.440111 4.746882
91 H 9.521782 5.676877 5.475617
92 H 8.895035 5.173771 7.058226
93 H 10.071405 4.174867 6.207272
94 H 7.214507 4.782978 5.286411
95 H 7.700783 3.259572 6.003074
96 H 10.384185 3.212026 4.262223
97 H 9.537674 2.492942 2.909926
98 H 9.144684 1.617809 5.819669
99 H 10.076478 0.763688 4.590598
100 H 8.321273 0.942190 4.418320

Cartesian forces, eV/Å:
0.7 -0.5 1.4
-0.6 2.0 2.5
0.0 -0.5 -2.2
0.0 -0.6 -0.6
1.8 0.4 -0.1
0.1 -0.3 0.4
-2.6 -1.5 0.7
0.9 1.4 -0.5
-0.2 -1.0 -0.1
-0.5 2.1 -0.9
0.6 -2.0 0.7
-0.6 -0.4 0.3
0.2 -0.1 -0.1
-0.5 -0.2 0.1
1.1 1.4 1.0
-1.1 -0.6 -0.2
-0.3 -0.2 0.3
0.7 -1.3 -1.0
-1.0 2.1 0.8
-0.2 -0.1 -0.5
0.5 0.1 -0.3
-0.6 -0.3 -0.5
-0.2 0.3 0.3
-0.1 0.4 0.0
0.4 0.0 -0.1
0.5 0.0 0.0
-0.4 -0.2 0.3
-0.1 -0.2 -0.3
-0.4 0.0 0.3
-0.7 -0.1 0.0
1.2 0.6 0.3
-0.5 0.0 0.0
0.3 -0.2 -0.5
0.6 0.1 0.1
0.3 -1.0 -0.9
0.3 -0.1 0.0
-0.3 0.0 0.1
0.0 -0.1 0.0
0.0 0.2 0.1
0.0 0.1 -0.1
0.1 0.0 -0.1
0.0 -0.1 0.0
0.0 0.0 -0.1
0.1 -0.1 0.0
0.0 0.0 0.1
0.0 0.0 0.1
0.0 0.0 0.1
0.0 0.1 0.0
0.0 0.0 0.0
-0.1 0.1 0.0
-1.0 0.7 -0.5
0.2 -0.2 0.4
0.2 -0.2 0.1
0.3 -0.1 0.1
0.8 -0.2 -1.0
-0.3 0.3 0.3
-0.4 0.0 0.3
0.7 -0.3 0.5
0.2 -0.4 0.2
-0.3 0.3 0.1
-0.2 0.1 0.1
-1.2 0.7 -0.5
0.6 0.1 0.2
0.3 -0.2 0.1
0.3 -0.1 -0.1
0.4 -0.4 0.4
0.1 -0.1 0.0
0.1 0.2 -0.8
-0.8 -0.2 0.1
0.1 0.8 0.4
0.0 0.0 0.1
0.3 0.2 -0.1
-0.5 0.1 0.4
0.1 -0.2 0.0
0.1 -0.1 0.1
-0.1 0.0 0.3
-0.2 -0.4 -0.2
0.0 0.2 -0.1
0.0 0.0 0.0
0.0 0.0 0.0
-0.1 0.0 0.0
0.1 0.1 -0.2
0.5 0.1 -0.4
-0.8 -1.0 -0.3
0.9 0.7 -0.7
0.1 0.0 0.0
0.1 0.0 0.1
-0.3 0.1 -0.2
0.1 -0.1 0.0
-0.1 0.0 0.1
0.0 0.0 0.0
0.0 0.0 0.0
0.0 0.0 0.1
0.0 0.0 -0.2
0.1 0.0 0.1
0.0 0.0 0.1
-0.1 0.1 0.0
0.1 0.0 0.0
0.0 0.0 0.0
0.0 0.0 0.0

## Properties
* frontier orbital gap: 1.932 eV
* maximum force: 3.20 eV/A
* charge: 0
* total energy: -13776.9547 a.u.
* spin multiplicity: 1

Here are the Mulliken charges for atoms 1 to 5, given in e: C -1.53; C 0.35; O -0.14; N 0.35; C 0.46